No. 1
C25H70N8O7 | ωB97M-V with the def2-TZVPD basis set

Geometry as ORCA input:
```
! wB97M-V def2-TZVPD RIJCOSX def2/J DEFGRID3
* xyz -1 2
C -3.294 1.225 4.004
C -4.445 2.279 4.249
C -5.752 1.583 4.716
O -6.659 2.639 5.010
C -7.853 2.034 5.580
N -3.883 3.369 5.131
H -2.498 1.760 3.487
H -3.710 0.333 3.535
H -2.942 0.951 4.999
H -4.664 2.645 3.245
H -5.567 0.891 5.538
H -6.139 1.090 3.824
H -8.446 2.938 5.716
H -7.780 1.655 6.599
H -8.274 1.213 4.999
H -3.311 2.909 5.825
H -4.668 3.694 5.676
C 4.267 -1.371 -1.677
C 4.107 -1.948 -0.297
C 5.261 -2.874 0.144
O 5.513 -3.885 -0.895
C 6.807 -3.668 -1.556
N 4.012 -0.773 0.591
H 4.485 -2.134 -2.425
H 5.161 -0.751 -1.749
H 3.464 -0.741 -2.059
H 3.181 -2.524 -0.289
H 4.964 -3.345 1.082
H 6.103 -2.208 0.334
H 6.914 -4.464 -2.293
H 7.601 -3.693 -0.810
H 6.795 -2.814 -2.234
H 3.995 -1.076 1.555
H 3.261 -0.101 0.531
C -0.398 -1.190 3.992
C 1.007 -0.460 4.231
C 2.227 -1.286 3.820
O 3.393 -0.578 4.132
C 4.559 -1.382 4.420
N 1.035 0.810 3.549
H -0.404 -2.088 4.610
H -0.365 -1.576 2.973
H -1.228 -0.494 4.106
H 1.115 -0.212 5.287
H 2.148 -1.571 2.771
H 2.162 -2.140 4.495
H 4.697 -2.206 3.720
H 4.335 -2.032 5.266
H 5.467 -0.793 4.542
H 0.800 0.675 2.576
H 1.946 1.156 3.816
C -3.672 -2.118 -2.071
C -2.643 -1.161 -1.476
C -3.220 0.266 -1.217
O -3.866 0.339 0.086
C -4.524 1.577 0.338
N -2.311 -1.789 -0.248
H -4.522 -2.161 -1.391
H -3.291 -3.128 -2.221
H -4.086 -1.778 -3.020
H -1.831 -1.033 -2.192
H -4.081 0.374 -1.877
H -2.539 1.116 -1.249
H -3.895 2.455 0.197
H -5.071 1.621 1.280
H -5.252 1.726 -0.460
H -2.631 -2.738 -0.384
H -3.037 -1.300 0.256
C 0.837 -1.982 -3.910
C 1.253 -2.465 -5.242
C 2.689 -2.178 -5.648
O 3.100 -0.855 -5.406
C 4.297 -0.477 -6.092
N 0.801 -3.822 -5.478
H 1.689 -1.809 -3.252
H 0.045 -2.479 -3.350
H 0.291 -1.053 -4.077
H 0.633 -1.946 -5.973
H 2.791 -2.433 -6.703
H 3.337 -2.858 -5.095
H 4.175 0.606 -6.075
H 4.243 -0.682 -7.161
H 5.149 -0.816 -5.503
H -0.195 -3.764 -5.319
H 1.108 -4.471 -4.768
C -2.203 4.796 -2.599
C -1.409 3.576 -2.134
C 0.145 3.690 -2.164
O 0.675 2.344 -2.023
C 2.093 2.327 -2.217
N -1.759 3.343 -0.727
H -3.279 4.697 -2.460
H -1.981 5.012 -3.644
H -1.934 5.579 -1.890
H -1.835 2.690 -2.604
H 0.483 4.346 -1.363
H 0.471 4.185 -3.079
H 2.708 2.885 -1.510
H 2.404 2.608 -3.223
H 2.316 1.272 -2.060
H -0.973 2.754 -0.493
H -1.679 4.241 -0.271
C 0.611 0.319 0.263
O 1.602 0.766 0.711
N -0.523 0.579 0.834
N 0.616 -0.477 -0.747
H -0.588 1.167 1.652
H -1.367 0.209 0.420
H -0.228 -0.971 -1.000
H 1.362 -0.191 -1.364
*
```

Output
⟨S²⟩ ... 0.7504
LUMO (spin up / spin down) ... 2.4 / 2.3 eV
Calculated total energy ... -53306.73531 eV
Kohn-Sham gap (spin up / spin down) ... 1.572 / 8.737 eV
ΔE to the lowest compared entry with this formula, charge and spin ... 111.4 kJ/mol

---

No. 2
C3H10N3O2 | ωB97M-V with the def2-TZVPD basis set

Geometry as ORCA input:
```
! wB97M-V def2-TZVPD RIJCOSX def2/J DEFGRID3
* xyz 1 3
C -0.988 1.337 0.509
C 1.189 -0.719 0.076
C 0.142 -0.149 -1.071
N -2.147 -0.443 -0.441
N 2.410 -0.050 0.382
N -0.997 0.180 -0.332
O -3.168 -0.136 0.095
O 0.316 -0.780 1.057
H -1.911 1.826 0.479
H -0.622 1.005 1.459
H -0.138 2.025 0.139
H 1.427 -1.748 -0.143
H -2.235 -1.225 -1.132
H -0.219 -0.925 -1.706
H 0.473 0.710 -1.677
H 3.338 -0.484 0.110
H 2.535 0.959 0.442
H 0.593 -1.383 1.755
*
```

Output
⟨S²⟩ ... 2.0081
LUMO (spin up / spin down) ... -2.9 / -7.7 eV
Calculated total energy ... -11824.81318 eV
Kohn-Sham gap (spin up / spin down) ... 9.470 / 6.383 eV
ΔE to the lowest compared entry with this formula, charge and spin ... 24.2 kJ/mol

---

No. 3
C2H9N2 | ωB97M-V with the def2-TZVPD basis set

Geometry as ORCA input:
```
! wB97M-V def2-TZVPD RIJCOSX def2/J DEFGRID3
* xyz 1 3
C 0.017 1.353 -0.112
C -0.162 -1.173 0.110
N 1.187 -0.991 0.646
N -0.725 0.169 -0.508
H -0.379 1.462 0.988
H 1.089 1.188 -0.165
H -0.388 2.213 -0.696
H -0.915 -1.543 0.813
H -0.183 -1.899 -0.708
H 1.795 -0.927 -0.122
H 1.305 -0.282 1.378
H -1.667 0.307 -0.113
H -0.972 0.124 -1.511
*
```

Output
⟨S²⟩ ... 2.0040
LUMO (spin up / spin down) ... -3.5 / -9.6 eV
Calculated total energy ... -5185.71204 eV
Kohn-Sham gap (spin up / spin down) ... 4.632 / 8.762 eV
ΔE to the lowest compared entry with this formula, charge and spin ... 341.4 kJ/mol

---

No. 4
C20H48N2O12 | ωB97M-V with the def2-TZVPD basis set

Geometry as ORCA input:
```
! wB97M-V def2-TZVPD RIJCOSX def2/J DEFGRID3
* xyz 0 1
C 4.819 -1.232 -2.026
C 5.618 -0.070 -1.372
O 4.866 1.138 -1.389
N 4.771 1.594 -2.706
C 3.437 1.933 -3.033
O 3.103 1.915 -4.206
O 2.607 2.277 -2.037
C 1.232 2.019 -2.331
C 0.488 1.860 -0.987
C 0.931 0.582 -0.257
O 1.994 0.556 0.322
N 0.091 -0.604 -0.292
C 0.016 -0.973 -1.707
C -1.099 -0.547 -2.421
C -1.156 -0.856 -3.778
C -0.114 -1.555 -4.369
C 0.977 -1.992 -3.635
C 1.055 -1.690 -2.278
H 5.495 -1.918 -2.549
H 4.087 -0.827 -2.731
H 4.339 -1.814 -1.221
H 5.815 -0.300 -0.321
H 6.578 0.029 -1.900
H 5.421 2.353 -2.895
H 0.743 2.842 -2.882
H 1.087 1.128 -2.955
H 0.625 2.736 -0.348
H -0.576 1.808 -1.260
H 0.613 -1.308 0.227
H -1.869 0.014 -1.896
H -2.014 -0.518 -4.355
H -0.176 -1.760 -5.437
H 1.783 -2.535 -4.124
H 1.918 -2.014 -1.696
C -4.244 -2.723 -2.884
O -3.576 -2.904 -1.640
H -5.195 -3.249 -2.837
H -4.432 -1.661 -3.065
H -3.646 -3.135 -3.700
H -2.735 -2.433 -1.694
C -1.982 0.248 2.750
O -1.340 1.126 1.830
H -2.353 0.833 3.589
H -2.820 -0.256 2.263
H -1.266 -0.496 3.115
H -1.027 0.580 1.102
C 2.990 -3.244 1.056
O 3.094 -3.909 -0.201
H 3.399 -2.241 0.947
H 1.942 -3.171 1.361
H 3.557 -3.781 1.820
H 2.728 -4.791 -0.089
C -1.785 -3.770 1.208
O -0.415 -3.416 1.357
H -2.105 -3.480 0.211
H -1.917 -4.848 1.324
H -2.393 -3.241 1.947
H -0.137 -3.672 2.241
C -0.819 4.329 4.085
O -1.608 3.144 4.112
H -1.382 5.123 4.569
H 0.120 4.174 4.623
H -0.606 4.616 3.052
H -1.096 2.451 3.674
C 0.042 5.889 -3.053
O -0.185 4.662 -2.362
H 0.233 5.659 -4.098
H -0.837 6.534 -2.982
H 0.909 6.405 -2.635
H -0.351 4.882 -1.441
C -1.034 1.975 7.305
O -0.241 1.453 6.249
H -0.608 1.639 8.248
H -1.030 3.069 7.280
H -2.062 1.612 7.227
H -0.632 1.761 5.424
C -5.293 -2.426 2.567
O -4.649 -1.556 1.643
H -5.660 -1.829 3.398
H -6.137 -2.932 2.090
H -4.589 -3.173 2.946
H -4.332 -2.099 0.912
*
```

Output
LUMO ... 0.5 eV
SMILES ... CCONC(=O)OCCC(=O)Nc1ccccc1.CO.CO.CO.CO.CO.CO.CO.CO
Calculated total energy ... -49063.66677 eV
Kohn-Sham gap ... 9.690 eV

---

No. 5
C6H14O | ωB97M-V with the def2-TZVPD basis set

Geometry as ORCA input:
```
! wB97M-V def2-TZVPD RIJCOSX def2/J DEFGRID3
* xyz 0 1
C -1.175 1.158 -0.475
C -0.558 0.084 0.018
C -1.282 -1.216 0.192
C 0.870 0.150 0.476
C 1.786 -0.616 -0.493
C 1.700 -0.096 -1.926
H -2.195 1.079 -0.835
H -0.793 2.154 -0.287
H -0.829 -2.003 -0.420
H -1.220 -1.574 1.219
H -2.322 -1.088 -0.097
H 0.952 -0.249 1.490
H 1.216 1.186 0.478
H 1.590 -1.688 -0.470
H 2.814 -0.474 -0.150
H 2.573 -0.419 -2.495
H 1.641 0.991 -1.978
H 0.820 -0.492 -2.434
O -1.755 0.722 2.937
H -2.354 1.423 3.206
H -1.478 0.968 2.044
*
```

Output
LUMO ... 0.9 eV
SMILES ... C=C(C)CCC.O
Calculated total energy ... -8496.10601 eV
Kohn-Sham gap ... 10.327 eV
ΔE to the lowest compared entry with this formula, charge and spin ... 75.9 kJ/mol

---

No. 6
C43H47N4O2 | ωB97M-V with the def2-TZVPD basis set

Geometry as ORCA input:
```
! wB97M-V def2-TZVPD RIJCOSX def2/J DEFGRID3
* xyz 1 1
C 3.462 3.419 4.465
O 2.605 2.292 4.768
C 2.648 1.193 3.969
C 1.640 0.219 4.157
C 1.310 -0.616 3.110
C 2.028 -0.580 1.896
C 1.444 -1.232 0.675
C 2.426 -1.363 -0.445
N 2.820 -2.552 -0.897
C 2.680 -3.809 -0.142
C 3.361 -4.869 -1.020
C 3.540 -4.252 -2.412
C 3.346 -2.743 -2.255
C 2.905 -0.137 -1.093
C 2.028 0.964 -1.233
C 2.471 2.196 -1.688
C 3.800 2.365 -2.083
C 4.686 1.282 -1.996
C 4.262 0.060 -1.475
C 3.254 0.112 1.906
C 3.566 1.015 2.916
H 3.173 4.175 5.199
H 4.523 3.156 4.589
H 3.286 3.793 3.444
H 1.056 0.280 5.072
H 0.445 -1.276 3.197
H 0.943 -2.172 0.941
H 3.148 -3.736 0.853
H 1.617 -4.061 0.009
H 4.341 -5.117 -0.598
H 2.780 -5.795 -1.058
H 4.532 -4.454 -2.828
H 2.809 -4.651 -3.124
H 2.657 -2.326 -3.009
H 4.303 -2.226 -2.395
H 0.965 0.862 -1.012
H 1.760 3.022 -1.730
H 4.144 3.339 -2.430
H 5.724 1.399 -2.315
H 4.995 -0.743 -1.337
H 3.962 0.028 1.084
H 4.473 1.625 2.868
C -4.843 -3.874 -4.010
N -3.523 -3.738 -3.430
C -2.435 -4.320 -4.019
O -2.466 -5.028 -5.025
C -1.216 -3.932 -3.181
C -0.041 -3.430 -4.041
C 0.489 -4.491 -4.939
C 1.068 -5.702 -4.584
N 1.332 -6.426 -5.727
C 0.951 -5.692 -6.843
C 0.933 -6.045 -8.187
C 0.361 -5.136 -9.091
C -0.187 -3.920 -8.642
C -0.168 -3.570 -7.286
C 0.410 -4.459 -6.381
N -1.761 -2.941 -2.245
C -0.969 -2.345 -1.333
C -1.396 -1.339 -0.470
C -0.605 -0.578 0.379
C -1.196 0.414 1.244
C -0.426 1.498 1.749
C -0.948 2.424 2.642
C -2.303 2.372 2.997
C -3.118 1.382 2.437
C -2.576 0.394 1.617
C -3.216 -2.734 -2.409
C -3.542 -1.334 -2.961
C -4.040 -3.039 -1.150
H -4.830 -4.708 -4.720
H -5.576 -4.071 -3.219
H -5.145 -2.957 -4.538
H -0.900 -4.836 -2.618
H -0.382 -2.579 -4.657
H 0.753 -3.051 -3.373
H 1.255 -6.098 -3.589
H 1.734 -7.356 -5.758
H 1.359 -6.998 -8.496
H 0.334 -5.372 -10.155
H -0.639 -3.237 -9.365
H -0.601 -2.643 -6.906
H 0.071 -2.704 -1.292
H -2.460 -1.113 -0.494
H 0.515 -0.406 0.134
H 0.627 1.576 1.451
H -0.290 3.188 3.057
H -2.711 3.110 3.692
H -4.186 1.382 2.649
H -3.217 -0.421 1.269
H -3.135 -1.232 -3.978
H -4.632 -1.207 -2.999
H -3.117 -0.551 -2.330
H -3.994 -4.115 -0.941
H -3.665 -2.504 -0.280
H -5.081 -2.741 -1.320
*
```

Output
LUMO ... -4.2 eV
Calculated total energy ... -55399.40101 eV
Kohn-Sham gap ... 4.591 eV
ΔE to the lowest compared entry with this formula, charge and spin ... 286.5 kJ/mol

---

No. 7
C18H19CdNO2 | ωB97M-V with the def2-TZVPD basis set

Geometry as ORCA input:
```
! wB97M-V def2-TZVPD RIJCOSX def2/J DEFGRID3
* xyz 0 1
C -1.884 -0.786 -2.402
C 1.190 -0.272 -3.183
C -1.424 0.197 -3.297
H -2.235 -0.471 -1.406
C 1.013 1.131 -2.947
H 2.162 -0.404 -3.712
H -1.027 -0.037 -4.274
H 1.785 1.775 -3.395
C -1.584 1.652 -3.088
H -2.406 1.979 -2.471
H -1.656 2.126 -4.102
C -0.762 -1.819 -2.379
H -1.163 -2.825 -2.570
H -0.328 -1.876 -1.372
C 0.371 -1.464 -3.408
H -0.015 -1.515 -4.431
H 1.036 -2.364 -3.396
C -0.175 1.989 -2.484
H 0.059 3.034 -2.743
H -0.293 1.978 -1.362
Cd 1.993 0.262 -1.348
H -2.625 -0.821 -3.146
O 4.909 -1.865 0.802
C 3.938 -1.235 0.370
O 3.805 -0.799 -0.852
C 2.832 -0.919 1.370
C 3.006 -1.201 2.743
C 1.989 -0.920 3.602
C 0.773 -0.403 3.134
C -0.359 -0.104 3.957
C -1.519 0.387 3.428
C -1.639 0.591 2.054
C -0.581 0.305 1.185
C 0.659 -0.163 1.703
N 1.718 -0.386 0.878
H 3.949 -1.632 3.051
H 2.089 -1.110 4.698
H -0.233 -0.291 5.052
H -2.366 0.617 4.094
H -2.581 0.978 1.630
H -0.692 0.426 0.103
*
```

Output
LUMO (spin up / spin down) ... -0.7 / -0.7 eV
Calculated total energy ... -29117.87122 eV
Kohn-Sham gap (spin up / spin down) ... 5.152 / 5.731 eV
ΔE to the lowest compared entry with this formula, charge and spin ... 279.6 kJ/mol

---

No. 8
C20H48B2Cs2O10S5 | ωB97M-V with the def2-TZVPD basis set

Geometry as ORCA input:
```
! wB97M-V def2-TZVPD RIJCOSX def2/J DEFGRID3
* xyz 0 1
Cs -0.079 2.552 1.948
Cs -1.897 1.948 -2.325
B -1.995 4.038 -0.157
H -2.687 3.426 0.479
H -1.741 5.063 0.285
H -1.056 3.463 -0.267
H -2.468 4.141 -1.172
B -0.161 0.045 -0.623
H -0.590 -0.434 0.323
H -0.218 1.156 -0.544
H 0.970 -0.243 -0.674
H -0.666 -0.408 -1.526
C -4.347 0.713 0.679
C -5.229 1.218 1.854
C -4.273 1.294 3.052
S -3.352 -0.256 3.012
O -4.141 -1.265 3.662
O -1.952 -0.052 3.337
C -3.598 -0.503 1.235
H -3.632 1.515 0.480
H -4.976 0.592 -0.200
H -5.994 0.459 2.010
H -5.575 2.238 1.702
H -4.800 1.398 3.997
H -3.538 2.078 2.867
H -4.277 -1.360 1.177
H -2.767 -0.828 0.609
C -1.291 -3.053 -2.032
C -2.400 -4.094 -2.128
C -3.646 -3.188 -2.304
S -3.145 -1.933 -3.577
O -3.550 -0.640 -3.001
O -3.619 -2.316 -4.888
C -1.406 -2.276 -3.345
H -0.348 -3.605 -1.994
H -1.325 -2.442 -1.133
H -2.543 -4.705 -1.241
H -2.221 -4.705 -3.013
H -3.803 -2.717 -1.338
H -4.540 -3.661 -2.706
H -0.811 -1.364 -3.396
H -1.034 -2.895 -4.162
C 5.112 1.752 0.697
C 4.689 0.494 -0.108
C 3.724 -0.325 0.780
S 3.825 0.333 2.492
O 4.086 -0.742 3.427
O 2.815 1.339 2.735
C 5.366 1.244 2.116
H 4.380 2.537 0.539
H 6.091 2.060 0.325
H 5.561 -0.116 -0.336
H 4.215 0.786 -1.043
H 3.989 -1.380 0.811
H 2.721 -0.295 0.348
H 6.213 0.572 2.240
H 5.481 2.036 2.857
C 1.466 3.145 -2.430
C 2.862 3.713 -2.129
C 3.526 4.171 -3.399
S 2.150 4.900 -4.420
O 2.245 4.375 -5.772
O 2.109 6.305 -4.062
C 0.804 4.038 -3.489
H 0.801 2.973 -1.581
H 1.512 2.087 -2.709
H 3.462 3.018 -1.543
H 2.678 4.550 -1.445
H 3.792 3.298 -4.002
H 4.381 4.834 -3.335
H 0.191 3.660 -4.312
H 0.225 4.849 -3.044
C 1.233 -2.909 3.614
C 1.897 -4.242 3.284
C 0.737 -5.246 3.210
S -0.603 -4.366 2.360
O -1.800 -4.534 3.180
O -0.538 -4.671 0.945
C 0.145 -2.709 2.555
H 1.958 -2.103 3.504
H 0.815 -2.949 4.618
H 2.651 -4.522 4.022
H 2.475 -4.217 2.356
H 0.387 -5.424 4.225
H 0.956 -6.164 2.671
H -0.653 -1.988 2.719
H 0.586 -2.556 1.570
*
```

Output
LUMO ... -0.2 eV
Calculated total energy ... -98614.26578 eV
Kohn-Sham gap ... 9.658 eV
ΔE to the lowest compared entry with this formula, charge and spin ... 51.8 kJ/mol